Here is a molecular structure, C23H28BrN2O3S2V from the Open Molecules 2025 dataset. Energies are from wB97M-V/def2-TZVPD.

The charge is +2. For the energy, the calculation gives -5542.34152 Eh. The spin multiplicity is 1. For the energy above the lowest of the compared OMol25 structures with the same formula, charge and spin, the calculation gives 24.5 kJ/mol. Its HOMO-LUMO gap (alpha / beta) is 5.47 / 5.47 eV.

```
60
C23H28BrN2O3S2V wB97M-V/def2-TZVPD
V -0.3410 2.6078 -0.1229
C -4.5052 -3.5569 -0.9813
C -3.0129 -3.8133 -0.7757
C -2.4841 -4.6372 -1.9605
C -2.8197 -4.5985 0.5310
C -2.2162 -2.5162 -0.6918
C -2.8267 -1.2652 -0.7942
C -2.0267 -0.1490 -0.7207
Br -2.7860 1.6017 -0.8524
C -0.6446 -0.2158 -0.5489
O 0.0418 0.9574 -0.5332
C -0.0016 -1.4552 -0.4244
C -0.8277 -2.5677 -0.5071
C 1.5114 -1.5565 -0.2176
C 1.9589 -3.0151 -0.0978
C 2.2426 -0.9300 -1.4156
C 1.9092 -0.8378 1.0839
H -5.0254 -4.5119 -1.0432
H -4.7044 -3.0200 -1.9110
H -4.9459 -3.0040 -0.1486
H -3.0503 -5.5656 -2.0359
H -1.4331 -4.9021 -1.8408
H -2.5972 -4.0947 -2.9005
H -3.3831 -5.5303 0.4803
H -3.1828 -4.0318 1.3903
H -1.7744 -4.8563 0.7047
H -3.8932 -1.1690 -0.9352
H -0.3720 -3.5424 -0.4225
H 1.7404 -3.5817 -1.0036
H 1.4986 -3.5188 0.7539
H 3.0383 -3.0417 0.0488
H 1.9724 -1.4373 -2.3424
H 3.3191 -1.0374 -1.2777
H 2.0233 0.1323 -1.5301
H 1.3582 -1.2375 1.9387
H 1.7501 0.2413 1.0176
H 2.9715 -0.9913 1.2764
S -0.5734 3.5348 -2.1948
C 0.9893 3.9861 -1.6131
N 1.3664 3.3726 -0.4788
C 2.5799 3.8563 0.0200
C 3.2382 3.4419 1.1701
C 4.4507 4.0356 1.4597
C 4.9967 5.0132 0.6204
C 4.3453 5.4225 -0.5288
C 3.1199 4.8349 -0.8146
S 2.0667 5.1629 -2.1715
H 2.8252 2.6711 1.8078
H 4.9916 3.7370 2.3467
H 5.9483 5.4590 0.8743
H 4.7718 6.1788 -1.1731
N -1.0105 1.6487 1.7056
C -1.8148 2.5373 2.5619
C -1.6996 3.9520 2.0315
O -2.1350 4.9344 2.5063
O -0.9602 3.9497 0.8563
H -1.4903 0.7695 1.5189
H -0.1389 1.3827 2.1677
H -1.4845 2.5194 3.5995
H -2.8645 2.2472 2.5380
```